1.
Formula: C3H4N2O2S
Source: OMol25
Level of theory: the ωB97M-V functional and the def2-TZVPD basis

Its highest occupied orbital energy is -10.1 eV. For the energy, the calculation gives -774.7426 Eh. The value obtained for the energy above the lowest of the compared OMol25 structures with the same formula, charge and spin is 483.5 kJ/mol.

Element x y z (Å)
H -0.075 -2.192 0.284
C 0.307 -1.031 -0.176
S -0.607 1.737 -0.354
N -0.855 -0.062 -0.400
O -3.076 0.162 0.648
C -2.137 -0.444 -0.083
C 2.282 0.297 -0.239
H 2.809 0.739 -1.194
H -0.742 2.352 1.150
O 2.734 0.712 0.852
H -2.154 -1.490 -0.274
N 1.514 -0.782 -0.214

***

2.
Formula: C19H24F2N
Source: OMol25
Level of theory: the ωB97M-V functional and the def2-TZVPD basis

Its highest occupied orbital energy is -10.5 eV. For the energy, the calculation gives -992.5697 Eh. As for the charge: +1. The value obtained for the energy above the lowest of the compared OMol25 structures with the same formula, charge and spin is 143.8 kJ/mol.

Element x y z (Å)
C -1.227 -1.051 4.448
H 1.268 0.051 -1.116
H 0.194 -2.394 5.408
H -0.329 -3.804 -2.963
H 2.138 4.631 -1.530
H 1.926 -0.498 -3.452
C -1.210 -3.469 -2.408
C -1.062 -0.049 -1.799
C -0.485 3.201 0.108
H -2.379 0.386 3.335
C -0.827 -2.468 -1.328
N -0.228 -1.224 -1.829
H -0.371 4.720 -1.397
C 1.623 2.278 0.915
F 2.344 -1.684 4.110
H -2.917 0.764 -2.473
H -3.026 -0.955 -2.053
C 0.041 -1.611 4.672
C 0.973 -0.143 2.936
C 1.591 3.990 -0.846
C 2.141 -1.194 -2.636
H 1.838 0.143 2.351
F 3.631 3.068 -0.071
C -0.625 1.467 1.790
H -2.085 -1.409 5.018
C -1.396 -0.051 3.509
H -0.490 0.774 -2.258
C 1.099 -1.131 3.905
C 1.172 -0.987 -1.477
H -1.725 -2.209 -0.743
H -1.248 0.250 -0.747
H 2.217 1.663 1.580
H -0.089 -2.946 -0.663
H -1.927 -3.039 -3.114
C -2.394 -0.195 -2.520
C 0.197 2.279 0.965
H -2.248 -0.436 -3.579
C -0.309 0.446 2.723
H -1.669 -4.352 -1.952
C 0.190 4.029 -0.767
H -1.689 1.722 1.750
C 2.256 3.110 0.001
H -1.574 3.237 0.178
H 3.166 -1.017 -2.297
H 1.445 -1.676 -0.659
H 2.077 -2.216 -3.023

***

3.
Formula: C3H7N3O
Source: OMol25
Level of theory: the ωB97M-V functional and the def2-TZVPD basis

Its highest occupied orbital energy is -8.2 eV. For the energy, the calculation gives -357.9208 Eh. The value obtained for the energy above the lowest of the compared OMol25 structures with the same formula, charge and spin is 338.8 kJ/mol.

Element x y z (Å)
C 1.086 -0.463 1.314
N -0.291 0.181 -0.065
N -1.534 -0.978 -1.610
H 1.087 -1.536 1.079
N 0.115 0.368 1.269
H 2.143 0.766 2.280
H 0.825 1.712 -0.928
H -1.028 -1.697 0.311
H -1.994 -1.866 -1.789
H -0.537 1.074 -1.912
O 2.226 -0.149 1.956
C -1.040 -0.900 -0.448
H -0.862 2.137 -0.539
C -0.196 1.352 -0.917

***

4.
Formula: C5H9ClN4O
Source: OMol25
Level of theory: the ωB97M-V functional and the def2-TZVPD basis

Its highest occupied orbital energy (spin up / spin down) is -17.4 / -17.4 eV. For the energy, the calculation gives -949.5690 Eh. As for the charge: +2. The value obtained for the energy above the lowest of the compared OMol25 structures with the same formula, charge and spin is 327.0 kJ/mol.

Element x y z (Å)
O 2.225 -0.885 1.047
H -0.184 2.610 -1.769
C 0.979 0.397 -0.367
N 1.036 -0.361 0.692
H -2.474 0.888 -0.234
N 1.927 0.867 -1.194
H -1.170 -3.311 2.028
H -1.309 2.803 -0.570
H 2.872 0.835 -0.895
H 1.731 1.806 -1.541
Cl -3.267 -1.608 -0.747
N -0.546 -2.874 1.361
H 2.199 -1.097 1.951
H 0.253 -3.469 1.114
N -0.344 0.981 -0.431
C -0.918 -1.976 0.592
H 0.492 2.714 -0.032
C -1.763 -1.066 0.020
C -0.309 2.414 -0.742
C -1.429 0.330 -0.283

***

5.
Formula: C4H14N2O3
Source: OMol25
Level of theory: the ωB97M-V functional and the def2-TZVPD basis

Its highest occupied orbital energy is -9.3 eV. For the energy, the calculation gives -495.9843 Eh. The value obtained for the energy above the lowest of the compared OMol25 structures with the same formula, charge and spin is 226.5 kJ/mol.

Element x y z (Å)
H -3.593 -1.022 0.515
C -0.724 -1.542 -0.089
H 0.795 2.166 -1.584
H -0.717 2.674 -0.833
O 1.065 2.850 0.236
N 0.077 0.795 -0.123
H -2.114 -2.585 1.371
H -1.841 0.158 -0.755
H -1.281 -1.178 1.916
H 1.183 -2.113 -0.312
O -2.849 -0.638 0.981
H 2.780 -0.350 -0.336
H 1.042 -1.027 0.881
N 0.579 -1.815 0.444
H -0.222 0.781 0.846
C -1.788 -1.616 1.044
C -0.813 -0.161 -0.816
H 3.333 -0.209 -1.740
O 3.554 -0.042 -0.819
H 1.851 2.318 0.264
C 0.210 2.111 -0.653
H -0.360 -0.271 -1.814
H -1.000 -2.353 -0.773

***

6.
Formula: C33H28BrINO2PPt
Source: OMol25
Level of theory: the ωB97M-V functional and the def2-TZVPD basis

As for the spin multiplicity: 5. Its highest occupied orbital energy (spin up / spin down) is -12.4 / -13.8 eV. For the energy, the calculation gives -4811.3130 Eh. The expectation value of S² is 6.05. As for the charge: +2.

Element x y z (Å)
H -0.885 5.356 0.194
H 5.054 1.373 1.106
C 4.001 -5.085 1.185
O -0.736 -1.213 -0.259
C -4.020 -3.199 -1.876
C 4.167 -2.794 1.854
P 3.014 -0.678 0.478
C 3.806 1.054 -1.601
C 1.562 -0.927 3.138
H 1.919 1.016 4.936
I -6.803 -4.242 -1.804
H 5.210 2.951 2.999
H 4.231 -6.129 1.346
C 3.243 -4.710 0.085
C -4.142 -2.063 0.697
H 3.618 2.795 4.889
H 2.893 -5.467 -0.605
N 0.128 1.696 0.798
C 5.809 0.643 -2.899
H 4.540 -2.041 2.538
H 2.590 2.776 -1.987
Br 1.125 5.312 2.409
H -2.011 -2.466 -1.945
H 1.834 -1.930 2.816
H 2.634 2.299 -0.291
C 3.559 2.084 4.076
C 4.460 2.172 3.008
Pt 0.726 -0.348 1.128
H 0.848 -0.887 3.951
C -1.774 -1.275 0.491
C 2.925 -3.379 -0.157
H 1.379 2.389 2.295
H 2.777 -2.475 -2.104
C 4.469 -4.127 2.073
C 4.695 1.415 -2.606
H 6.927 -1.123 -2.404
H -6.152 -2.786 0.802
H -1.145 1.169 -0.733
C 3.397 -2.418 0.751
C 0.661 2.672 1.537
C -5.248 -2.709 0.214
C -5.192 -3.284 -1.081
H 1.302 -2.340 -1.147
C 6.060 -0.517 -2.183
H -1.869 3.511 -1.174
C 0.318 3.997 1.343
H -4.134 -1.612 1.679
H 5.070 -4.414 2.924
H 4.506 2.319 -3.171
C -2.979 -1.981 -0.089
C -0.604 4.325 0.362
H 1.747 -3.884 -1.875
C -1.149 3.301 -0.396
H -4.002 -3.646 -2.861
C 2.612 1.920 -1.315
C 2.605 1.095 4.102
H 6.482 0.950 -3.688
H 5.385 -1.807 -0.623
C 4.066 -0.121 -0.879
C 3.446 0.254 1.965
C -2.925 -2.549 -1.372
O -1.839 -0.810 1.627
C 2.142 -2.997 -1.384
C -0.761 1.997 -0.155
H 1.685 1.359 -1.446
C 5.188 -0.899 -1.178
C 4.385 1.273 1.952
C 2.534 0.126 3.068

***

no.,maximum force (eV Å⁻¹)
1,7.7
2,1.7
3,3.1
4,4.4
5,3.3
6,0.1